# 1
{
  "formula": "C9H23Cl2NO3",
  "method": "the ωB97M-V functional and the def2-TZVPD basis",
  "homo_ev": -8.9,
  "smiles": "COCCNCCOC.ClCCCl.CO",
  "species": ["Cl", "C", "C", "Cl", "H", "H", "H", "H", "C", "O", "H", "H", "H", "H", "C", "O", "C", "C", "N", "C", "C", "O", "C", "H", "H", "H", "H", "H", "H", "H", "H", "H", "H", "H", "H", "H", "H", "H"],
  "coordinates": [[23.919771, -2.766533, -23.826164], [22.566657, -1.848592, -24.304838], [22.503658, -1.495090, -25.804326], [22.394529, -3.044930, -26.824203], [22.656550, -0.876602, -23.819796], [21.668601, -2.402070, -24.030523], [23.396673, -0.968190, -26.140491], [21.682729, -0.791956, -25.944978], [24.098808, -5.346932, -25.146807], [23.540334, -5.587364, -23.839607], [24.132511, -4.291068, -25.415312], [25.103786, -5.697274, -25.382130], [23.412253, -5.888847, -25.797250], [24.164325, -5.134843, -23.267367], [20.007009, 1.149982, -25.143773], [21.132378, 0.902511, -24.388536], [20.841506, 0.386143, -23.079824], [22.091864, 0.816711, -22.291807], [23.356594, 0.389164, -22.891258], [24.586330, 1.118553, -22.546372], [24.840598, 2.504257, -23.281012], [24.506310, 2.401752, -24.673554], [23.827358, 3.557102, -25.156328], [19.477984, 0.245456, -25.443900], [20.217430, 1.757329, -26.024077], [19.293012, 1.821478, -24.666907], [20.693838, -0.692649, -23.029888], [19.993681, 0.875482, -22.600391], [21.927188, 0.344232, -21.323426], [22.005509, 1.902126, -22.241663], [23.136394, 0.373090, -23.876833], [25.296154, 0.378279, -22.915479], [24.679619, 1.127552, -21.460408], [25.854204, 2.881623, -23.145697], [24.144079, 3.216201, -22.838203], [22.915052, 3.606803, -24.561920], [23.570409, 3.565162, -26.215580], [24.424122, 4.436178, -24.913055]],
  "atomic_forces_ev_per_a": [[1.5, 0.5, 0.9], [-1.5, 0.8, -1.9], [0.5, -1.0, 0.4], [-0.4, 1.5, 0.4], [-0.6, -1.9, 0.0], [0.0, 0.1, 0.1], [0.1, -0.3, 0.1], [-0.3, -0.6, -0.3], [-0.9, -0.6, -0.8], [1.4, 0.0, -0.7], [-0.4, -0.6, 0.0], [0.2, -0.6, 0.8], [0.1, 0.2, -0.3], [-0.3, -0.1, 0.6], [-1.3, 0.8, -0.9], [-0.3, -0.3, 0.7], [1.6, 0.9, 0.0], [-0.6, -0.3, 0.4], [-1.0, 1.2, 0.9], [0.1, -0.6, -1.8], [-1.5, -0.8, 0.3], [0.5, -0.5, -0.2], [0.0, 0.0, 1.4], [0.0, -0.2, -0.1], [0.7, -0.5, -0.3], [-0.2, -0.2, 0.8], [-0.1, 0.0, -0.4], [-0.2, 0.1, -0.3], [0.5, 0.3, 0.5], [0.1, 0.2, 0.4], [1.2, 1.3, -0.3], [0.8, 0.4, 0.2], [0.0, 0.5, -0.1], [0.1, -0.2, 0.0], [0.0, 0.3, 0.2], [-0.4, 0.4, -0.2], [0.4, -0.6, 0.1], [0.0, 0.3, -0.2]],
  "mulliken_charge": [-0.304, 0.415, -0.188, -0.222, -0.596, 0.356, 0.323, 0.110, -0.350, -0.478, 0.072, 0.251, 0.231, 0.299, -1.021, -0.239, -0.775, -0.626, -0.085, -0.988, -0.539, -0.357, -0.684, 0.359, 0.291, 0.381, 0.233, 0.531, 0.406, 0.404, 0.356, 0.370, 0.413, 0.420, 0.383, 0.250, 0.252, 0.347]
}

=====

# 2
{
  "formula": "C29H31NS3SiTeTi",
  "method": "the ωB97M-V functional and the def2-TZVPD basis",
  "homo_ev": [-3.8, -3.8],
  "charge": -1,
  "spin_multiplicity": 2,
  "species": ["Ti", "S", "C", "C", "C", "C", "C", "C", "S", "H", "H", "H", "H", "C", "Si", "C", "N", "C", "C", "C", "C", "C", "C", "C", "C", "C", "C", "C", "C", "C", "C", "C", "C", "C", "H", "H", "H", "H", "H", "H", "H", "H", "H", "H", "H", "H", "H", "H", "H", "H", "H", "H", "H", "H", "H", "H", "H", "H", "Te", "C", "C", "C", "C", "S", "H", "H", "H"],
  "coordinates": [[0.225810, 0.079952, -1.616948], [1.283250, -1.202870, -3.408748], [-0.145950, -1.544828, -4.384792], [-0.092451, -2.601741, -5.298895], [-1.171026, -2.910853, -6.110212], [-2.341155, -2.164868, -6.015621], [-2.414640, -1.120488, -5.109632], [-1.332833, -0.792938, -4.287297], [-1.478373, 0.580790, -3.189260], [0.820200, -3.182787, -5.358981], [-1.100333, -3.736013, -6.810436], [-3.195765, -2.401617, -6.639101], [-3.325048, -0.538549, -5.020181], [-0.294759, 1.118173, 0.302317], [1.233746, 2.040510, 0.538483], [1.303593, 3.127325, -1.015511], [1.527296, 2.299661, -2.233390], [0.911811, 2.992025, -3.389638], [1.211914, 2.319035, -4.717411], [2.713972, 2.243092, -4.964043], [3.389367, 1.571858, -3.774680], [2.990814, 2.243450, -2.472121], [1.532166, 3.114434, 2.067580], [1.003843, 2.693654, 3.291975], [1.209241, 3.420548, 4.455979], [1.948863, 4.596808, 4.419440], [2.478700, 5.036990, 3.214628], [2.270271, 4.299512, 2.054674], [2.631378, 0.766176, 0.478611], [3.953765, 1.097302, 0.801821], [4.990349, 0.195345, 0.632024], [4.735972, -1.073784, 0.116706], [3.437120, -1.435392, -0.192552], [2.399599, -0.525000, 0.002330], [-1.176898, 1.729939, 0.105197], [-0.538719, 0.380652, 1.062390], [1.973725, 3.999195, -1.026724], [0.283895, 3.526192, -1.068498], [1.290785, 4.027646, -3.402853], [-0.160446, 3.027163, -3.224789], [0.712749, 2.883837, -5.508983], [0.779828, 1.316298, -4.709688], [3.117993, 3.255772, -5.096604], [2.924981, 1.690015, -5.883424], [4.478610, 1.625151, -3.862108], [3.111501, 0.518480, -3.746032], [3.363313, 3.282620, -2.481057], [3.461983, 1.744059, -1.632254], [0.414545, 1.780164, 3.329345], [0.789776, 3.072330, 5.392131], [2.107774, 5.168416, 5.326423], [3.053835, 5.955140, 3.176641], [2.695448, 4.660903, 1.121727], [4.171987, 2.087953, 1.190632], [6.003058, 0.478360, 0.895740], [5.548076, -1.775933, -0.028656], [3.204064, -2.420487, -0.578458], [1.396597, -0.954034, -0.128702], [-1.291631, -2.122580, -0.714229], [-0.883992, -2.696205, 1.283043], [-1.597029, -3.642757, 1.971472], [-1.130804, -3.871223, 3.294714], [-0.058979, -3.093552, 3.613772], [0.307691, -2.019320, 2.328393], [-2.424785, -4.183383, 1.525035], [-1.561933, -4.600397, 3.970169], [0.498910, -3.072049, 4.538976]],
  "atomic_forces_ev_per_a": [[-0.4, 0.0, -0.2], [0.0, 0.0, 0.1], [-0.1, 0.0, 0.0], [0.0, 0.0, 0.0], [0.0, 0.0, 0.0], [0.0, 0.0, 0.0], [0.0, 0.0, 0.0], [0.0, 0.0, 0.0], [0.0, 0.0, 0.0], [0.0, 0.0, 0.0], [0.0, 0.0, 0.0], [0.0, 0.0, 0.0], [0.0, 0.0, 0.0], [0.2, 0.0, -0.2], [0.0, 0.0, 0.2], [0.0, -0.1, -0.1], [0.0, 0.0, 0.1], [0.1, -0.1, 0.0], [0.0, 0.0, 0.0], [0.0, 0.0, 0.0], [0.0, 0.0, 0.0], [-0.1, 0.0, 0.0], [0.0, 0.0, 0.0], [0.0, 0.0, 0.0], [0.0, 0.0, 0.0], [0.0, 0.0, 0.0], [0.0, 0.0, 0.0], [0.0, 0.0, -0.1], [0.1, 0.0, 0.1], [0.0, 0.0, 0.0], [0.0, 0.0, 0.0], [0.0, 0.0, 0.0], [-0.1, 0.0, 0.0], [0.2, -0.2, 0.0], [-0.1, 0.1, 0.0], [0.0, -0.1, 0.1], [0.0, -0.1, 0.0], [0.0, 0.0, 0.0], [0.0, 0.0, 0.0], [-0.1, 0.0, 0.0], [0.0, 0.0, 0.0], [0.0, 0.0, 0.0], [0.0, 0.0, 0.0], [0.0, 0.0, 0.0], [0.0, 0.0, 0.0], [0.0, 0.0, 0.0], [0.0, 0.0, 0.0], [0.0, 0.0, 0.1], [0.0, 0.1, 0.0], [0.0, 0.0, 0.0], [0.0, 0.0, 0.0], [0.0, 0.0, 0.0], [0.0, 0.0, 0.1], [0.0, 0.0, 0.0], [0.0, 0.0, 0.0], [0.0, 0.0, 0.0], [0.0, 0.0, 0.0], [0.0, 0.2, 0.1], [0.0, -0.1, 0.0], [-0.3, 0.3, 0.1], [0.0, -0.2, -0.1], [0.1, -0.1, 0.0], [-0.2, 0.2, 0.2], [0.3, -0.2, -0.2], [0.1, 0.1, 0.0], [0.0, 0.0, 0.0], [-0.1, 0.1, -0.1]],
  "mulliken_charge": [0.017, -0.435, 0.392, -0.756, -0.522, -0.539, -0.779, 0.503, -0.502, 0.408, 0.338, 0.340, 0.406, -0.694, 0.060, -1.121, 1.499, -1.326, 0.032, -0.996, -0.441, -0.661, 0.476, -0.460, -0.634, -0.405, -0.635, -0.225, 0.347, -0.172, -0.659, -0.517, -1.055, 1.002, 0.374, 0.232, 0.283, 0.508, 0.391, 0.537, 0.382, -0.260, 0.349, 0.403, 0.432, -0.043, 0.400, -0.002, 0.360, 0.396, 0.353, 0.378, 0.238, 0.395, 0.394, 0.389, 0.465, -0.355, 0.080, 0.065, -0.547, -0.425, -0.691, 0.162, 0.359, 0.344, 0.367]
}

=====

# 3
{
  "formula": "C9H13N2O3S",
  "method": "the ωB97M-V functional and the def2-TZVPD basis",
  "homo_ev": -12.4,
  "charge": 1,
  "species": ["C", "C", "C", "C", "C", "C", "C", "C", "C", "N", "N", "O", "O", "O", "S", "H", "H", "H", "H", "H", "H", "H", "H", "H", "H", "H", "H", "H"],
  "coordinates": [[2.985000, 0.560670, 2.186020], [2.002020, 0.353617, 1.205840], [2.511233, 0.640059, 3.432170], [0.694727, 0.272596, 1.761907], [-0.486779, -0.559069, -3.482381], [0.250628, 0.719262, -2.978487], [-1.821241, 0.338345, 2.021942], [0.429939, -0.954529, -1.361400], [-0.615351, 0.008437, 1.212255], [-0.810961, -0.437040, 0.012276], [-0.322882, -1.465931, -2.374878], [0.988833, 0.199845, -1.804937], [-3.084321, 0.136848, 1.461545], [-2.013712, -0.742403, -0.596698], [0.801637, 0.389600, 3.447912], [3.953669, 0.987840, 1.928525], [2.044179, 0.668417, 0.127510], [3.206800, 0.569222, 4.281782], [-1.521953, -0.297722, -3.863987], [0.037149, -0.873012, -4.317364], [0.926121, 1.263948, -3.666268], [-0.419646, 1.477162, -2.386077], [-1.643992, -0.105974, 2.976931], [-1.692279, 1.377671, 2.218179], [1.080481, -1.701199, -0.834616], [-1.014689, -2.148210, -2.162127], [-3.651606, -0.468979, 2.020781], [-2.813006, -0.209475, -0.466354]],
  "atomic_forces_ev_per_a": [[0.6, 1.3, -2.2], [-2.4, 1.4, -1.3], [-0.5, -1.2, 1.5], [1.8, -0.6, -0.4], [-1.1, 2.7, 0.3], [-1.7, 0.8, 2.7], [0.2, 0.5, 0.6], [0.3, 0.3, -1.6], [-1.6, -0.5, -2.2], [1.0, 0.0, -0.9], [0.1, 0.1, 0.6], [0.8, -1.0, 0.3], [-1.2, -1.1, 1.1], [0.5, -0.9, -0.6], [0.9, 0.0, 1.5], [0.1, -0.9, 0.1], [0.5, -1.0, 1.1], [-1.0, 0.6, 0.0], [0.9, -0.6, 1.1], [1.0, -1.1, -1.7], [-0.3, -0.7, 0.5], [0.7, -1.1, -1.9], [-0.5, -0.7, 0.8], [-0.1, 1.2, 0.2], [-0.7, 1.3, 0.1], [-0.3, -0.5, 0.0], [1.2, 1.0, -0.9], [0.7, 0.6, 1.2]],
  "mulliken_charge": [-0.458, -0.338, -0.379, 0.510, -0.548, -0.339, -0.989, 0.082, 0.581, -0.017, -0.248, -0.362, -0.558, -0.463, -0.150, 0.349, 0.352, 0.404, 0.292, 0.372, 0.315, 0.225, 0.589, 0.417, 0.406, 0.274, 0.340, 0.340]
}

=====

Energy relative to the best compared isomer or geometry (same formula, charge and spin) (computed, kcal/mol): 35.1 3.4 58.8